The following is a DFT calculation (wB97M-V/def2-TZVPD) of a molecular structure, C30H36N6O11P2STi.

Structure (XYZ):
```
87
C30H36N6O11P2STi | the Open Molecules 2025 dataset | wB97M-V/def2-TZVPD
Ti 0.10 0.53 -0.37
C -6.00 -0.48 4.47
C -5.27 -1.40 3.50
N -3.82 -1.34 3.62
C -3.03 -0.40 3.06
S -3.75 0.71 1.92
N -1.77 -0.36 3.39
N -1.12 0.62 2.67
C 0.05 0.94 3.08
C 0.72 0.38 4.30
C 0.71 2.03 2.33
C 1.60 2.89 2.97
C 2.11 3.98 2.30
C 1.73 4.21 0.98
C 0.91 3.27 0.39
N 0.43 2.19 1.02
H -7.07 -0.52 4.29
H -5.81 -0.78 5.50
H -5.67 0.56 4.35
H -5.56 -2.43 3.66
H -5.53 -1.16 2.47
H -3.36 -1.89 4.33
H 0.09 -0.39 4.74
H 1.69 -0.07 4.04
H 0.90 1.15 5.05
H 1.87 2.71 4.00
H 2.79 4.66 2.80
H 2.07 5.07 0.42
H 0.64 3.37 -0.65
C 4.48 1.46 -0.34
C 3.93 0.31 -1.16
O 5.00 -0.40 -1.74
P 2.67 0.82 -2.40
O 2.51 -0.28 -3.38
O 3.16 2.19 -3.03
O 1.54 1.15 -1.41
P 3.02 -0.87 -0.05
O 4.04 -1.43 1.03
O 2.80 -2.08 -1.01
O 1.80 -0.31 0.65
H 4.89 2.22 -1.00
H 5.28 1.10 0.31
H 3.70 1.92 0.28
H 4.66 -0.89 -2.51
H 1.08 -1.05 -3.12
H 2.84 2.30 -3.94
H 4.23 -0.84 1.77
O 0.18 1.59 -3.72
C -0.78 1.90 -3.04
N -1.02 1.52 -1.71
C -2.09 2.30 -1.22
O -2.41 2.35 -0.06
C -2.67 3.06 -2.35
C -3.77 3.89 -2.41
C -4.06 4.46 -3.65
C -3.28 4.20 -4.77
C -2.16 3.37 -4.69
C -1.89 2.80 -3.46
H -4.37 4.09 -1.53
H -4.92 5.11 -3.74
H -3.54 4.65 -5.71
H -1.54 3.16 -5.56
C 3.75 -4.26 -0.58
C 2.46 -3.49 -0.63
C 1.72 -3.43 0.67
C 0.49 -2.92 0.66
C -0.38 -2.86 1.86
C -0.08 -2.61 -0.71
C -1.15 -1.60 -0.88
O -1.26 -0.65 0.12
C 0.23 -3.71 -1.70
C -0.81 -4.24 -2.63
C 1.51 -4.04 -1.69
H 4.42 -3.85 0.18
H 4.25 -4.24 -1.55
H 3.54 -5.30 -0.33
H 2.20 -3.77 1.58
H 0.17 -3.21 2.74
H -1.25 -3.52 1.73
H -0.77 -1.87 2.06
H -2.00 -1.74 -1.54
H -1.14 -3.46 -3.32
H -1.68 -4.58 -2.07
H -0.42 -5.07 -3.21
H 1.92 -4.76 -2.40
O 0.18 -1.39 -2.85
N 0.15 -1.28 -1.47
```

Results
energy relative to the best compared isomer or geometry (same formula, charge and spin): 65.8 kcal per mole
<S²>: 0.753
charge: +1
multiplicity: 2
gap between HOMO and LUMO (alpha / beta): 6.806 / 6.440 eV